88
Properties=species:S:1:pos:R:3:forces:R:3:lowdin_charge:R:1 method="wB97M-V/def2-TZVPD" energy_ev=-125250.517 charge=-2 multiplicity=1 homo_lumo_gap_ha=0.35217
C -0.701 2.708 2.068 -0.01 -0.07 -0.13 -0.01
C -0.505 1.656 3.151 1.84 1.54 0.48 -0.32
C -1.082 1.955 4.541 -0.13 0.55 -2.35 -0.21
O -0.801 0.823 5.277 -0.88 -0.41 1.23 -0.19
C -1.844 0.683 6.219 -0.67 -0.26 0.96 -0.10
N -0.968 0.347 2.784 -2.01 -0.53 0.14 0.23
H -1.138 -0.228 3.606 0.66 -0.49 0.37 0.13
H -1.876 0.379 2.317 -0.61 -0.03 -0.75 0.10
H -0.372 -0.137 2.158 1.04 -0.82 -0.79 0.12
H -1.669 3.173 2.006 -0.71 0.21 0.70 0.08
H -0.702 2.196 1.104 0.76 0.18 -0.06 0.07
H 0.060 3.503 2.181 -0.27 -0.60 -0.42 0.08
H 0.580 1.514 3.231 -0.07 0.27 0.31 0.16
H -2.186 2.042 4.346 0.69 0.33 0.56 0.14
H -0.641 2.867 4.973 -0.35 -0.14 -0.14 0.15
H -2.870 0.658 5.715 1.29 0.11 0.66 0.11
H -1.775 1.519 6.962 -0.39 -0.45 -0.56 0.10
H -1.708 -0.248 6.780 0.07 0.10 -0.32 0.09
C -0.198 1.664 -1.628 2.61 -1.24 0.56 0.00
C 1.101 2.293 -0.996 0.12 -0.97 -2.76 -0.21
C 2.184 1.199 -0.665 -0.16 0.70 -1.10 -0.15
O 1.658 0.331 0.318 -2.05 0.49 -0.50 -0.18
C 2.399 -0.814 0.429 2.72 -2.03 -0.60 -0.15
N 1.616 3.260 -2.106 -0.95 -0.70 0.48 0.21
H 2.245 2.824 -2.766 0.26 -0.22 -0.25 0.15
H 0.808 3.568 -2.693 0.79 -0.23 0.34 0.15
H 2.008 4.078 -1.635 0.21 0.33 0.04 0.09
H -0.629 1.078 -0.858 -1.24 -0.19 0.69 0.05
H -0.045 0.949 -2.451 0.95 0.03 0.24 0.09
H -0.784 2.348 -2.147 -1.55 1.60 -0.04 0.06
H 0.915 2.981 -0.209 -0.32 0.18 0.94 0.08
H 3.092 1.584 -0.176 0.00 0.52 -0.70 0.13
H 2.415 0.699 -1.682 -0.21 0.36 1.78 0.14
H 2.629 -1.334 -0.530 -0.50 0.66 0.24 0.08
H 2.039 -1.601 1.079 -0.92 0.50 0.40 0.06
H 3.409 -0.587 0.804 0.08 0.20 0.14 0.10
C 1.050 -4.199 -0.695 -0.32 3.29 -0.06 -0.02
C 0.571 -3.726 -2.130 -1.47 -1.25 2.04 -0.25
C -0.647 -4.602 -2.470 -0.75 -0.13 1.10 -0.21
O -1.342 -4.047 -3.558 -0.67 0.67 -0.99 -0.20
C -2.786 -3.860 -3.674 0.43 -0.52 0.08 -0.06
N 0.068 -2.277 -2.059 2.55 -0.70 -1.70 0.27
H 0.150 -1.762 -1.208 -0.13 -0.11 1.33 0.13
H 0.783 -1.800 -2.674 -1.01 0.47 0.10 0.13
H -0.865 -2.219 -2.427 -0.62 0.26 -0.33 0.13
H 1.209 -5.246 -0.513 0.00 -0.41 -0.37 0.07
H 0.317 -3.769 0.059 0.51 -0.92 -0.87 0.08
H 1.944 -3.595 -0.445 -0.05 -0.76 -0.21 0.07
H 1.274 -3.779 -2.946 0.50 0.19 0.08 0.13
H -1.294 -4.602 -1.543 0.47 -0.35 -0.89 0.15
H -0.247 -5.638 -2.694 -0.65 0.96 0.20 0.14
H -3.352 -4.592 -3.095 0.19 -0.12 0.05 0.08
H -3.029 -3.978 -4.736 0.24 -0.21 0.19 0.08
H -3.176 -2.870 -3.407 0.70 0.03 0.38 0.08
B 3.049 -1.419 -3.609 -0.52 1.12 1.32 -1.18
F 4.101 -0.550 -3.929 -0.16 -1.17 0.20 0.12
F 1.937 -0.560 -3.271 -0.59 0.12 -0.13 0.03
F 2.615 -2.268 -4.587 0.44 -0.48 -0.43 0.16
F 3.191 -2.147 -2.349 0.76 -0.01 -1.05 0.03
B -0.105 2.702 -5.475 0.15 -1.37 -0.31 -1.24
F -1.335 2.621 -4.778 0.54 0.57 0.41 0.07
F 0.332 1.385 -5.706 -0.08 -0.09 -0.07 0.08
F -0.290 3.364 -6.671 -0.04 0.53 -0.31 0.11
F 0.970 3.313 -4.742 -0.58 0.48 0.50 0.05
C 0.483 -4.666 3.580 0.11 -3.24 0.13 -0.53
F 0.985 -5.224 2.453 -0.29 0.31 0.07 0.08
F -0.369 -5.674 4.111 1.20 1.77 -0.45 0.03
F 1.564 -4.625 4.420 -1.48 0.87 -0.47 0.09
S -0.534 -3.175 3.119 0.36 0.89 -1.41 0.43
O -0.462 -2.378 4.294 -0.15 0.95 2.03 -0.31
O 0.207 -2.553 2.023 0.17 -0.45 0.01 -0.35
O -1.824 -3.652 2.741 0.00 -0.87 0.17 -0.27
C -5.277 -0.418 -0.199 -0.87 -0.19 -0.03 -0.59
F -5.982 0.258 0.766 0.84 -0.44 -0.65 0.08
F -6.001 -1.536 -0.474 0.30 0.50 0.09 0.08
F -5.303 0.335 -1.317 0.26 -0.19 0.69 0.11
S -3.563 -0.980 0.337 0.23 -0.11 -2.37 0.46
O -2.989 0.171 0.992 0.34 1.29 0.09 -0.34
O -3.815 -2.055 1.215 -0.64 -1.26 0.93 -0.28
O -2.956 -1.334 -0.956 -0.36 0.49 1.04 -0.34
C 3.788 6.282 0.751 -0.86 0.31 0.50 -0.71
F 3.755 7.391 -0.025 0.53 -0.36 0.46 0.11
F 4.522 5.364 0.188 1.62 -0.58 -0.77 0.15
F 4.291 6.582 1.967 0.28 0.18 -0.67 0.11
S 2.126 5.632 0.934 0.22 -2.28 1.38 0.53
O 2.247 4.331 1.666 -0.16 2.21 -0.89 -0.35
O 1.618 6.749 1.699 -1.24 -0.45 -0.64 -0.31
O 1.734 5.366 -0.459 -0.35 1.06 0.67 -0.34

---

59
Properties=species:S:1:pos:R:3:forces:R:3:lowdin_charge:R:1 method="wB97M-V/def2-TZVPD" energy_ev=-51778.528 charge=-1 multiplicity=1 homo_lumo_gap_ha=0.24779
C 2.702 -6.156 3.195 1.23 0.35 -0.27 -0.16
C 1.981 -5.075 2.197 0.95 0.64 0.80 -0.29
C 0.347 -5.017 2.290 1.56 0.57 -2.43 -0.71
Cl -0.147 -3.515 3.261 0.17 -1.40 -0.64 0.53
S -0.475 -6.575 2.925 -5.56 -6.05 2.21 0.62
O -2.003 -6.445 2.550 4.89 0.52 0.14 -0.49
O -0.466 -6.634 4.502 1.54 0.72 -4.87 -0.48
O 0.070 -8.025 2.213 -0.80 6.19 2.28 -0.50
H 2.979 -7.106 2.553 -0.86 1.72 1.69 0.08
H 3.736 -5.670 3.540 -2.12 -1.01 -0.77 0.07
H 2.119 -6.394 4.182 0.83 0.31 -2.18 0.08
H 2.392 -5.273 1.107 -1.29 0.29 2.11 0.11
H 2.398 -4.000 2.506 -1.16 -2.26 -0.74 0.08
H -0.060 -4.844 1.183 0.59 -0.52 2.66 0.11
C 5.146 -0.613 4.448 -0.01 0.01 0.19 -0.09
C 4.471 -1.158 3.202 -0.24 -0.07 0.05 -0.28
O 3.123 -1.566 3.418 0.09 -0.01 0.00 -0.18
C 2.220 -0.557 3.869 -0.01 -0.08 -0.11 -0.28
C 2.090 0.608 2.904 0.01 0.02 -0.17 -0.08
H 5.135 -1.361 5.248 0.02 0.08 -0.14 0.08
H 6.184 -0.344 4.234 -0.05 -0.05 -0.01 0.07
H 4.644 0.278 4.828 0.04 0.05 -0.05 0.06
H 5.018 -2.045 2.866 -0.29 0.00 0.04 0.12
H 4.519 -0.439 2.378 0.03 0.10 0.05 0.10
H 2.505 -0.214 4.868 0.07 0.08 0.03 0.10
H 1.241 -1.038 3.976 0.32 -0.15 -0.09 0.09
H 3.038 1.128 2.758 0.00 0.07 0.08 0.06
H 1.365 1.337 3.282 0.06 -0.13 -0.05 0.08
H 1.754 0.258 1.922 -0.04 0.07 0.13 0.07
C -1.591 2.338 -1.063 -0.11 0.05 0.07 -0.08
C -0.257 1.634 -1.237 -0.02 -0.12 0.16 -0.28
O -0.024 0.610 -0.274 0.10 0.10 0.01 -0.17
C -0.964 -0.465 -0.253 0.10 -0.05 0.00 -0.27
C -1.043 -1.221 -1.567 0.02 -0.07 -0.13 -0.08
H -1.664 2.780 -0.064 0.04 -0.05 -0.14 0.08
H -1.704 3.131 -1.807 0.02 -0.02 0.04 0.07
H -2.432 1.652 -1.180 0.00 0.00 -0.07 0.06
H 0.546 2.369 -1.114 0.00 -0.24 0.14 0.12
H -0.149 1.231 -2.250 -0.10 0.00 -0.03 0.10
H -1.948 -0.098 0.053 -0.06 0.01 -0.07 0.11
H -0.634 -1.153 0.532 0.10 0.26 -0.06 0.11
H -1.369 -0.582 -2.390 -0.09 -0.01 0.01 0.06
H -1.754 -2.050 -1.487 0.13 0.11 0.04 0.08
H -0.061 -1.625 -1.836 -0.12 0.01 0.08 0.08
C -3.261 3.761 -6.257 0.14 0.03 -0.09 -0.08
C -3.725 3.926 -4.821 0.06 0.02 0.02 -0.28
O -2.919 4.825 -4.063 0.08 0.07 0.06 -0.17
C -2.846 6.168 -4.543 -0.07 -0.16 0.10 -0.28
C -4.196 6.861 -4.603 -0.15 0.05 0.03 -0.08
H -2.225 3.406 -6.286 -0.16 0.01 0.03 0.08
H -3.893 3.039 -6.781 0.06 0.03 0.08 0.08
H -3.301 4.700 -6.809 -0.08 -0.01 -0.03 0.06
H -3.667 2.955 -4.318 0.12 0.26 0.11 0.12
H -4.775 4.232 -4.775 0.00 0.03 -0.09 0.10
H -2.344 6.193 -5.515 -0.06 0.01 -0.08 0.10
H -2.198 6.714 -3.848 -0.06 -0.30 0.00 0.12
H -4.885 6.358 -5.285 0.05 0.06 -0.05 0.06
H -4.079 7.893 -4.949 0.01 -0.13 0.07 0.08
H -4.664 6.873 -3.614 0.09 0.02 -0.11 0.08

---

62
Properties=species:S:1:pos:R:3:forces:R:3:lowdin_charge:R:1 method="wB97M-V/def2-TZVPD" energy_ev=-197291.858 charge=0 e_above_lowest_kcal_mol=0.00 multiplicity=1 homo_lumo_gap_ha=0.21133
Ir -0.593 0.059 1.188 0.19 0.60 0.36 0.33
Se -0.325 -0.398 3.591 0.14 -0.13 0.12 -0.12
Te -2.620 -1.064 4.306 -0.19 -0.03 0.03 0.18
Te -2.765 -3.165 2.615 0.07 -0.08 0.24 0.16
Se -1.594 -2.072 0.638 0.28 0.03 -0.10 0.01
S -2.517 1.518 1.862 -0.27 -0.32 -0.23 0.55
C -3.822 0.703 1.121 0.20 0.09 0.19 -0.84
N -3.796 0.143 -0.070 -0.06 0.24 -0.20 0.00
C -5.004 -0.615 -0.355 0.04 -0.08 0.02 -0.12
C -5.827 -0.438 0.944 0.04 -0.05 0.03 -0.12
N -5.000 0.489 1.712 -0.21 0.20 -0.10 0.03
H -2.921 0.128 -0.591 -0.01 -0.02 -0.01 0.05
H -4.762 -1.662 -0.538 0.02 0.00 0.00 0.11
H -5.514 -0.211 -1.231 -0.02 0.01 0.02 0.12
H -5.926 -1.383 1.480 -0.02 0.00 0.01 0.11
H -6.818 -0.025 0.760 0.01 0.01 -0.03 0.11
H -5.140 0.717 2.680 0.08 -0.12 0.03 0.12
C -0.830 -0.862 -3.302 0.04 -0.12 -0.04 -0.15
Si -0.909 0.763 -2.380 -0.19 -0.01 0.33 0.23
C -2.474 1.634 -2.941 -0.06 0.04 -0.01 -0.17
C 0.516 1.828 -2.992 0.11 0.05 0.07 -0.17
O -0.980 0.557 -0.773 0.03 0.22 -0.63 -0.60
H -0.843 -0.698 -4.383 -0.03 0.01 0.00 0.04
H -1.688 -1.489 -3.046 0.00 -0.01 0.00 0.03
H 0.069 -1.432 -3.066 -0.03 0.02 -0.04 0.00
H -2.378 1.969 -3.976 -0.01 0.00 -0.02 0.03
H -2.685 2.510 -2.322 0.00 -0.02 0.00 0.04
H -3.345 0.975 -2.897 -0.01 0.01 0.03 0.02
H 0.332 2.083 -4.039 0.00 -0.01 -0.01 0.03
H 1.488 1.330 -2.951 0.00 0.03 0.00 0.02
H 0.590 2.767 -2.437 -0.01 0.01 -0.02 0.03
C 3.006 0.182 3.120 0.05 -0.01 -0.06 -0.13
C 2.895 -0.732 1.894 -0.07 -0.01 0.18 -0.52
C 2.655 -2.192 2.296 0.03 0.04 0.01 -0.10
P 1.627 -0.199 0.671 -0.08 -0.74 -0.10 0.91
C 2.121 -1.052 -0.905 0.05 0.05 -0.05 -0.49
C 3.633 -1.153 -1.126 0.01 0.05 -0.05 -0.10
C 1.507 -2.433 -1.129 0.01 -0.02 0.06 -0.13
C 1.927 1.582 0.329 0.06 0.16 0.03 -0.51
C 1.169 2.438 1.357 0.15 -0.08 -0.09 -0.10
C 3.373 2.053 0.180 -0.04 0.10 -0.03 -0.08
H 3.668 -0.285 3.852 0.01 -0.01 -0.01 0.09
H 2.052 0.351 3.612 -0.02 -0.01 0.04 -0.03
H 3.428 1.154 2.869 0.00 -0.02 0.01 0.06
H 3.847 -0.668 1.361 -0.01 0.00 -0.03 0.09
H 1.665 -2.321 2.733 -0.03 0.01 0.01 0.04
H 3.397 -2.489 3.039 0.00 -0.01 0.00 0.08
H 2.744 -2.870 1.448 0.00 0.00 -0.03 0.06
H 1.699 -0.382 -1.661 0.02 -0.02 0.03 0.07
H 4.090 -1.826 -0.399 0.00 -0.04 -0.02 0.07
H 4.151 -0.198 -1.075 0.00 -0.03 0.02 0.05
H 3.818 -1.576 -2.115 -0.01 0.01 0.00 0.09
H 2.009 -3.195 -0.532 0.00 0.00 0.04 0.07
H 1.629 -2.710 -2.179 0.06 -0.02 0.02 0.08
H 0.451 -2.471 -0.892 -0.09 0.01 0.01 -0.03
H 1.412 1.718 -0.622 -0.03 0.00 -0.06 0.06
H 1.673 2.466 2.322 -0.07 -0.05 0.03 0.08
H 0.136 2.100 1.543 -0.09 0.07 0.03 -0.01
H 1.075 3.459 0.985 -0.03 0.01 0.00 0.10
H 4.007 1.726 1.003 0.02 0.00 -0.02 0.07
H 3.391 3.146 0.170 0.01 0.00 -0.01 0.09
H 3.823 1.718 -0.752 -0.03 0.02 -0.01 0.06

---

Number 1: E_HOMO -5.80 eV. Number 2: E_HOMO -4.78 eV. Number 3: E_HOMO -6.65 eV.